[1]
20
Properties=species:S:1:pos:R:3:forces:R:3 method="wB97M-V/def2-TZVPD" charge=+2 e_homo_ha="-0.7147 / -0.7165" s_squared=6.0117 energy_ha=-1916.88686 spin_multiplicity=5 gap_ev="9.64 / 7.35" de_lowest_kcal_mol=5.3
O 1.1449 2.2963 0.4200 0.3 -2.1 -0.4
C -0.0012 2.6387 -0.2793 -0.8 -0.6 -0.9
C -1.0360 3.3505 0.1635 -0.1 0.1 0.7
H 0.0093 2.2172 -1.2885 0.2 0.2 0.2
H -1.8670 3.5271 -0.5204 0.2 0.1 0.1
H -0.9975 3.8715 1.1218 -0.1 -0.1 -0.1
O -0.8495 -1.5665 -0.8797 0.1 2.2 1.4
C -1.0143 -0.4466 -0.2242 -2.3 -3.7 -4.5
O -2.1166 0.1146 -0.4626 0.9 0.6 1.4
Co -1.5692 0.9453 1.1903 -0.4 1.9 0.9
O 0.1451 1.1090 2.0071 0.2 -1.7 -1.1
C 1.0881 1.1849 1.1865 0.9 4.5 2.4
H 2.0929 0.8004 1.3999 -0.3 -0.7 -0.4
C 0.4637 -2.1290 -1.0482 1.7 -0.9 0.0
H 0.5193 -2.4317 -2.1006 -0.2 0.2 0.2
H 1.2046 -1.3385 -0.8744 -0.1 -0.2 -0.1
C 0.6529 -3.3099 -0.1245 -0.1 -0.2 0.1
H 0.5539 -3.0110 0.9281 0.1 -0.1 -0.2
H -0.0821 -4.0963 -0.3430 0.2 0.2 0.1
H 1.6587 -3.7258 -0.2718 -0.3 0.1 0.0


[2]
90
Properties=species:S:1:pos:R:3:forces:R:3 method="wB97M-V/def2-TZVPD" charge=+3 e_homo_ha="-0.5649 / -0.5651" s_squared=0.7575 energy_ha=-3476.97475 spin_multiplicity=2 gap_ev="5.34 / 5.52" de_lowest_kcal_mol=11.8
W 0.1568 -0.0172 -0.8938 0.0 -0.1 0.3
N 1.9149 5.5703 -6.3027 0.0 0.0 0.0
C 1.3393 4.8492 -5.3406 0.0 -0.1 0.1
C 0.0305 5.1587 -4.8920 0.0 0.0 0.0
C -0.5551 4.4315 -3.8992 -0.1 0.0 0.0
C 0.1482 3.3624 -3.3098 0.0 -0.1 0.0
C 1.4431 3.0300 -3.7519 0.1 -0.1 0.0
C 2.0292 3.7572 -4.7436 0.0 0.0 0.0
S -0.6066 2.4895 -2.0921 0.1 0.1 -0.1
O -1.7896 3.1070 -1.6034 0.0 0.0 0.0
O 0.4223 2.0670 -1.0422 0.1 0.1 -0.1
N -0.8883 0.8771 -2.4532 -0.1 0.1 -0.3
C -2.2062 0.5130 -2.0985 0.0 -0.1 0.2
N -3.2649 0.6286 -2.8433 0.0 0.1 -0.1
C -4.4051 0.2642 -2.2485 0.0 -0.2 0.0
C -4.4538 -0.2399 -0.9485 0.0 0.1 0.0
C -3.2670 -0.3565 -0.2588 0.1 0.0 0.0
N -2.1302 0.0467 -0.8455 -0.1 -0.1 0.0
H 1.4415 6.3548 -6.7191 0.0 0.0 0.0
H 2.8503 5.3790 -6.6189 0.0 0.0 0.0
H -0.5020 5.9879 -5.3385 0.0 0.0 0.0
H -1.5497 4.6813 -3.5551 0.0 0.0 0.0
H 1.9839 2.2093 -3.2966 0.0 0.0 0.0
H 3.0313 3.5186 -5.0741 0.0 0.0 0.0
H -5.3088 0.3491 -2.8399 0.0 0.1 0.0
H -5.3960 -0.5279 -0.5063 0.0 0.0 0.0
H -3.2024 -0.7467 0.7492 0.0 0.0 0.0
C -2.4612 -2.4666 5.3337 0.0 0.0 0.0
C -2.4835 -3.2951 4.0500 0.0 0.0 0.0
C -1.7895 -4.6447 4.3061 0.0 0.0 0.0
C -3.9434 -3.5322 3.6253 0.0 0.0 0.0
C -1.7676 -2.6019 2.9107 0.0 0.0 0.0
C -1.6711 -3.2008 1.6485 0.0 0.0 0.0
C -1.0404 -2.5602 0.6148 0.0 0.0 0.0
N -0.4590 -1.3443 0.7413 0.0 0.1 0.0
C -0.5020 -0.7684 1.9715 0.0 -0.2 0.0
C -1.1485 -1.3583 3.0387 0.0 0.0 0.0
C 0.3154 0.4435 2.1058 -0.2 -0.1 -0.1
C 0.4641 1.1459 3.2774 0.2 0.1 0.1
C 1.4248 2.1565 3.3700 0.2 0.1 -0.2
C 2.2044 2.3797 2.2225 -0.2 -0.1 0.0
C 1.9473 1.6933 1.0589 0.0 0.2 0.1
N 0.9919 0.7474 0.9802 -0.1 -0.1 0.0
C 1.6653 2.9578 4.6329 0.0 0.0 0.0
C 1.5355 4.4544 4.3017 0.0 0.0 0.0
C 0.6714 2.6019 5.7374 0.0 0.0 0.0
C 3.0951 2.6514 5.1147 0.0 0.0 0.0
H -2.9982 -3.0041 6.1138 0.0 0.0 0.0
H -2.9580 -1.5015 5.2105 0.0 0.0 0.0
H -1.4452 -2.3041 5.6999 0.0 0.0 0.0
H -2.2947 -5.1528 5.1270 0.0 0.0 0.0
H -0.7445 -4.5079 4.5878 0.0 0.0 0.0
H -1.8330 -5.3043 3.4389 0.0 0.0 0.0
H -4.4701 -4.0434 4.4305 0.0 0.0 0.0
H -4.0196 -4.1602 2.7368 0.0 0.0 0.0
H -4.4614 -2.5897 3.4359 0.0 0.0 0.0
H -2.0895 -4.1798 1.4619 0.0 0.0 0.0
H -0.9800 -3.0325 -0.3512 0.0 0.0 0.0
H -1.1468 -0.8603 3.9951 0.0 0.0 0.0
H -0.1369 0.8980 4.1378 0.0 0.0 0.0
H 2.9999 3.1107 2.2221 0.0 0.0 0.0
H 2.4919 1.9157 0.1533 0.0 0.0 0.0
H 0.5407 4.6934 3.9224 0.0 0.0 0.0
H 2.2752 4.7835 3.5717 0.0 0.0 0.0
H 1.6963 5.0342 5.2098 0.0 0.0 0.0
H -0.3627 2.7723 5.4292 0.0 0.0 0.0
H 0.8569 3.2357 6.6030 0.0 0.0 0.0
H 0.7826 1.5679 6.0722 0.0 0.0 0.0
H 3.8448 2.9325 4.3744 0.0 0.0 0.0
H 3.2190 1.5930 5.3492 0.0 0.0 0.0
H 3.2971 3.2222 6.0208 0.0 0.0 0.0
C 0.6818 -2.5441 -5.8371 0.0 0.0 0.0
C 1.8783 -1.6464 -5.6779 0.0 0.0 0.0
O 1.9108 -1.0067 -4.3391 0.0 0.1 0.0
P 1.8542 -1.6622 -2.9431 -0.1 -0.1 0.0
S 2.4053 -0.2333 -1.5945 0.1 0.1 0.1
S -0.0492 -2.0173 -2.2921 0.0 0.1 -0.1
O 2.8141 -2.8501 -2.7860 0.0 0.0 0.0
C 2.8947 -4.2045 -3.4035 0.0 0.0 0.0
C 1.8639 -5.1280 -2.8180 0.0 0.0 0.0
H 0.6750 -2.9383 -6.8539 0.0 0.0 0.0
H -0.2473 -1.9976 -5.6807 0.0 0.0 0.0
H 0.7123 -3.4020 -5.1600 0.0 0.0 0.0
H 1.8518 -0.7965 -6.3522 0.0 0.0 0.0
H 2.8288 -2.1622 -5.8001 0.0 0.0 0.0
H 3.9101 -4.5077 -3.1696 0.0 0.0 0.0
H 2.7972 -4.0799 -4.4793 0.0 0.0 0.0
H 1.9624 -5.1885 -1.7351 0.0 0.0 0.0
H 2.0301 -6.1257 -3.2264 0.0 0.0 0.0
H 0.8474 -4.8312 -3.0792 0.0 0.0 0.0


[3]
8
Properties=species:S:1:pos:R:3:forces:R:3 method="wB97M-V/def2-TZVPD" charge=0 e_homo_ha="-0.3895 / -0.3887" energy_ha=-354.20031 smiles="N#CC(C#N)=[NH+][O-]" gap_ev="7.60 / 8.95" de_lowest_kcal_mol=104.6
N -0.8337 -2.3514 -0.0434 0.0 -0.5 -0.2
C -0.1208 -1.4488 -0.0807 0.7 0.1 0.4
C 0.4796 -0.1909 0.0518 -4.9 3.9 -0.6
C 1.6903 0.4010 -0.1945 1.6 0.0 0.9
N 2.7527 0.8524 -0.0852 -0.4 0.0 -0.6
N -0.8695 0.7683 0.1043 -2.6 -0.9 0.0
O -1.4706 2.0116 0.0427 4.2 -5.2 0.3
H -1.6278 -0.0421 0.2048 1.5 2.5 -0.2


[4]
159
Properties=species:S:1:pos:R:3:forces:R:3 method="wB97M-V/def2-TZVPD" charge=0 e_homo_ha=-0.3259 energy_ha=-6134.93655 smiles="COP(=O)(OC)OC.COP(=O)(OC)OC.COP(=O)(OC)OC.COCCOCCOC.COCCOCCOC.COCCOCCOC.COCCOCCOC.ClCCCl.ClCCCl" gap_ev=9.13
C 2.8620 2.2616 -1.6522 0.4 -0.4 -0.5
O 1.6655 2.8868 -2.1388 0.2 0.7 -0.4
P 1.7192 4.3874 -2.6272 -1.1 1.3 0.0
O 2.1370 5.4156 -1.6538 0.2 -0.6 -0.5
O 2.5660 4.3918 -3.9860 -0.3 -0.6 0.8
C 3.0008 5.6078 -4.5898 -0.4 0.5 -0.3
O 0.1750 4.5573 -3.0668 0.9 -0.7 0.6
C -0.3012 5.8335 -3.4357 0.1 1.0 -1.5
H 3.5761 2.9099 -1.1413 -0.5 0.4 0.2
H 3.3926 1.8535 -2.5129 -0.1 -0.2 0.1
H 2.5158 1.4722 -0.9925 0.3 0.0 0.0
H 4.0671 5.5144 -4.7709 0.0 0.2 -0.1
H 2.7644 6.4966 -4.0020 0.4 -0.2 0.5
H 2.4313 5.7643 -5.5094 0.3 -0.4 -0.2
H 0.4892 6.5852 -3.5056 0.1 0.0 0.5
H -1.1178 6.2351 -2.8396 0.1 -0.5 0.4
H -0.6541 5.7799 -4.4719 -0.2 -0.3 0.2
C 0.9894 -0.2960 7.9989 0.2 -0.6 0.5
O 1.8415 0.7547 7.5631 0.5 0.4 -0.5
P 1.9565 1.1132 6.0122 -0.4 0.6 0.0
O 0.7269 1.5805 5.3605 0.6 -0.3 0.2
O 2.6131 -0.1990 5.4051 -0.4 -0.5 0.3
C 2.8454 -0.2922 3.9942 0.3 0.7 -0.4
O 3.1285 2.1843 5.9366 -0.6 0.3 0.3
C 4.4055 1.9887 6.5291 0.5 -1.4 -0.4
H 0.9083 -1.0418 7.2074 -0.5 0.0 0.1
H 0.0415 0.0694 8.3936 -0.1 0.2 -0.6
H 1.4496 -0.7854 8.8619 0.3 0.1 -0.2
H 2.7259 0.6721 3.4968 0.0 0.1 0.2
H 2.1501 -0.9592 3.4884 0.1 -0.3 0.3
H 3.8889 -0.5835 3.8914 -0.1 -0.3 -0.2
H 5.1677 2.3937 5.8661 -0.2 0.6 0.2
H 4.6414 0.9173 6.5287 -0.1 0.0 0.3
H 4.4656 2.3436 7.5536 -0.1 0.3 -0.1
C -3.8783 0.9959 1.0943 0.7 0.1 0.5
O -3.9183 2.0909 0.1750 -0.1 -0.1 -1.0
P -2.8106 2.2396 -0.9538 -0.2 0.2 0.2
O -3.0400 3.3582 -1.8698 0.0 -0.2 0.1
O -2.7645 0.7772 -1.6419 -0.3 0.7 0.6
C -1.8295 0.5736 -2.6842 0.9 -0.6 -0.8
O -1.4429 2.3043 -0.1442 -0.4 -0.3 -0.4
C -0.7429 3.5374 0.0689 0.0 -0.3 -0.8
H -4.5939 0.2085 0.8704 -0.1 0.2 -0.3
H -4.0814 1.4222 2.0765 -0.1 -0.1 0.0
H -2.8733 0.5719 1.1066 -0.2 -0.1 0.2
H -1.1900 -0.2749 -2.4291 0.0 0.2 0.3
H -1.1955 1.4321 -2.9087 -0.1 0.2 0.3
H -2.2695 0.2881 -3.6427 -0.7 0.2 0.3
H -1.4140 4.3793 0.2224 -0.2 -0.2 0.1
H -0.1095 3.7294 -0.8009 -0.3 0.0 0.2
H -0.0821 3.4044 0.9232 -1.3 -1.0 -1.4
C 4.9640 -2.5893 1.9366 -0.2 0.3 1.1
O 3.8554 -2.6294 1.0738 0.2 0.0 0.0
C 3.1471 -3.8583 1.1420 0.2 -0.1 -0.3
C 2.6886 -4.2863 2.5245 -1.5 -0.4 -0.5
O 1.7216 -3.3460 3.0145 0.7 0.7 0.1
C 1.1886 -3.6711 4.2726 0.8 -0.1 1.1
C 2.2545 -3.7775 5.3782 -0.2 -0.8 0.2
O 2.9810 -4.9981 5.3721 0.5 -0.1 -0.3
C 2.3007 -6.1055 5.9283 0.1 0.4 0.0
H 4.6186 -2.5286 2.9779 0.0 -0.2 0.0
H 5.5259 -1.6641 1.8066 0.0 -0.1 -0.5
H 5.6312 -3.4541 1.8749 0.0 -0.1 -0.3
H 3.7749 -4.6524 0.7194 0.2 -0.2 0.2
H 2.3360 -3.7571 0.4214 -0.3 0.1 0.3
H 3.4973 -4.5576 3.2008 0.0 0.6 0.2
H 2.0855 -5.1992 2.4335 0.4 -0.4 -0.4
H 0.6132 -4.6013 4.2157 -0.1 0.0 0.0
H 0.5554 -2.8643 4.6443 -0.3 0.1 -0.6
H 1.7964 -3.7053 6.3729 -0.3 0.3 -0.1
H 2.9749 -2.9634 5.2969 0.0 0.0 -0.2
H 1.3778 -6.3069 5.3809 -0.1 -0.1 0.1
H 2.0966 -5.9217 6.9874 -0.2 0.0 0.0
H 2.9563 -6.9705 5.8685 0.0 0.0 -0.2
C -3.8186 -5.5506 -10.9319 0.6 -0.1 -0.9
O -3.5351 -5.0433 -9.6579 -0.6 -0.3 0.3
C -2.7303 -3.8840 -9.7230 0.2 -0.3 0.2
C -2.4771 -3.3834 -8.3041 0.0 -0.1 -1.3
O -1.4678 -4.1874 -7.7372 -0.9 -0.1 0.6
C -1.6572 -4.4145 -6.3361 1.8 -0.1 -0.8
C -1.3092 -3.1885 -5.5203 -1.4 0.0 0.4
O 0.0231 -2.8503 -5.7408 0.3 -0.1 0.3
C 0.4284 -1.7330 -4.9844 0.1 0.7 -0.5
H -4.3248 -4.8232 -11.5782 0.1 0.3 0.1
H -4.4525 -6.4359 -10.9721 0.0 0.0 0.9
H -2.8723 -5.8453 -11.4031 0.0 0.1 -0.3
H -3.2325 -3.1511 -10.3654 0.1 0.3 0.2
H -1.7561 -4.1409 -10.1584 0.0 0.1 -0.1
H -3.4397 -3.4516 -7.7890 0.2 0.1 0.3
H -2.1252 -2.3493 -8.3911 -0.2 0.1 0.3
H -0.8590 -5.1344 -6.1351 -0.2 -0.2 0.3
H -2.6175 -4.8833 -6.1219 -0.2 0.3 0.1
H -1.5375 -3.4096 -4.4641 0.4 -0.1 0.1
H -2.0043 -2.3581 -5.7250 0.2 0.1 -0.4
H 0.1457 -0.8012 -5.4907 -0.4 0.0 0.0
H 1.5149 -1.6701 -4.9421 0.0 -0.5 0.1
H 0.0090 -1.7199 -3.9773 0.0 -0.2 0.1
C 2.1854 4.7047 3.6190 0.1 -1.0 0.5
O 1.3602 5.5665 2.9028 -0.3 0.8 0.3
C 0.9715 5.0663 1.6329 1.3 -0.6 1.1
C 0.3297 6.1632 0.8319 0.0 0.3 0.3
O -0.8560 6.6008 1.4638 -0.1 -0.2 0.3
C -1.8100 7.1880 0.6078 0.7 0.5 0.0
C -3.1622 7.1414 1.2609 0.2 0.3 -0.1
O -3.6123 5.8134 1.3530 0.0 0.2 0.1
C -4.9335 5.7366 1.8282 -0.4 0.3 -0.4
H 2.5006 5.1346 4.5686 -0.1 0.5 -0.2
H 3.0871 4.3932 3.0771 0.1 0.2 -0.3
H 1.6964 3.7715 3.9261 -0.3 -0.1 -0.3
H 0.3838 4.1496 1.7449 0.6 1.4 1.3
H 1.9301 4.7761 1.1808 -0.3 -0.1 -0.8
H 0.0382 5.8893 -0.1842 0.8 -0.2 0.0
H 1.1391 6.9085 0.8416 -0.5 0.5 -0.4
H -1.7985 6.7494 -0.3980 -0.2 -0.5 0.1
H -1.5219 8.2324 0.4267 -0.2 0.2 0.1
H -3.8300 7.7910 0.6797 -0.3 -0.3 -0.2
H -3.0964 7.6361 2.2360 0.1 -0.3 0.3
H -5.2843 4.7108 1.7424 0.2 -0.1 0.2
H -5.5955 6.3526 1.2037 0.0 0.0 -0.1
H -5.0538 6.1156 2.8484 0.2 -0.2 0.1
C -1.3214 -0.7999 3.7481 -0.4 0.4 1.0
O -1.8368 -1.0797 2.4749 0.0 -0.5 0.2
C -1.6866 -2.4793 2.1535 -0.9 1.4 0.4
C -2.3477 -2.6485 0.8218 0.7 -0.2 -1.4
O -3.7006 -2.3069 0.8548 -0.6 0.4 1.1
C -4.4523 -2.4721 -0.3383 1.3 0.2 0.5
C -4.9217 -3.8793 -0.5348 -1.6 0.1 -1.4
O -6.0290 -4.3339 0.2358 0.5 -0.2 0.5
C -7.0362 -3.3939 0.5260 1.0 0.6 0.8
H -1.4688 0.2425 4.0369 0.2 0.2 -0.7
H -0.2549 -1.0322 3.8378 0.0 0.0 -0.1
H -1.8843 -1.3063 4.5479 0.2 -0.5 -0.2
H -2.2184 -3.1115 2.8739 0.2 0.1 0.3
H -0.6095 -2.6423 2.1627 0.0 -0.7 -0.3
H -2.2014 -3.6665 0.4424 0.0 -0.2 0.2
H -1.7973 -2.0157 0.1123 -0.2 0.1 -0.1
H -3.8093 -2.1689 -1.1746 -0.2 -0.1 -0.2
H -5.2819 -1.7657 -0.3042 0.1 0.0 0.1
H -4.1314 -4.6210 -0.4597 0.0 0.0 0.2
H -5.3054 -3.8777 -1.5702 0.4 -0.2 -0.2
H -7.7190 -3.8906 1.2098 -0.4 -0.1 -0.5
H -7.4888 -2.9217 -0.3503 -0.3 -0.4 -0.1
H -6.6098 -2.5746 1.1225 -0.1 0.0 0.0
Cl 3.8721 -0.9559 -2.4318 0.1 0.0 -0.1
C 5.4915 -1.0423 -1.7380 0.7 -0.6 1.4
C 5.9616 -2.4807 -1.5275 0.0 0.4 -1.2
Cl 6.1057 -3.2899 -3.1138 0.0 -0.3 -0.3
H 5.4770 -0.6174 -0.7302 -0.4 0.2 -0.1
H 6.2504 -0.4789 -2.2755 -0.4 0.0 -0.5
H 5.2554 -3.0666 -0.9522 0.1 0.1 0.3
H 6.9870 -2.4776 -1.1669 -0.2 0.0 0.5
Cl 0.5834 -2.1049 -1.2252 0.0 -0.2 -0.1
C 1.1052 -1.0534 0.1110 1.2 0.1 0.4
C 0.2797 0.2105 0.1313 0.3 -0.7 0.4
Cl 0.8260 1.2234 1.5044 0.2 -0.4 0.1
H 2.1633 -0.8374 -0.0514 -0.1 0.1 -0.3
H 1.1415 -1.6198 1.0426 -0.7 0.0 0.0
H -0.7544 -0.0522 0.3398 0.0 0.4 -0.3
H 0.4552 0.7624 -0.7876 -0.4 0.1 0.1


[5]
79
Properties=species:S:1:pos:R:3:forces:R:3 method="wB97M-V/def2-TZVPD" charge=+1 e_homo_ha="-0.3843 / -0.3818" s_squared=0.7995 energy_ha=-3093.83395 spin_multiplicity=2 gap_ev="7.35 / 7.45"
Cr -0.5002 0.1773 0.9484 0.1 0.2 0.7
C -4.7876 -3.1003 1.5613 0.0 0.0 -0.1
C -3.3423 -2.9133 2.0506 -0.1 -0.2 -0.2
C -2.2934 -3.6528 1.2278 -0.1 0.1 0.1
C -2.2399 -5.0399 1.3408 -0.1 0.0 0.1
C -1.2899 -5.7829 0.6618 0.0 0.0 0.0
C -0.3436 -5.1294 -0.1077 0.1 -0.1 0.0
C -0.3357 -3.7422 -0.2292 -0.1 0.1 0.0
C 0.7708 -3.1125 -1.0438 0.0 -0.3 0.0
C 2.1568 -3.5072 -0.5185 -0.1 0.0 0.0
C -1.3500 -3.0075 0.4079 -0.1 0.3 -0.2
N -1.5066 -1.5648 0.2225 0.2 -0.4 0.0
C -2.5908 -1.2039 -0.4143 0.2 -0.2 0.0
C -3.0235 0.1436 -0.3797 0.4 -0.3 0.2
C -4.1679 0.8008 -0.8108 -0.3 0.1 -0.1
C -4.0982 2.0916 -0.2650 0.0 0.0 0.0
C -2.9063 2.1560 0.4613 -0.1 -0.1 0.0
N -2.2464 0.9758 0.3959 -0.2 0.4 0.2
H -5.4931 -2.5880 2.2235 0.1 -0.1 -0.1
H -5.0570 -4.1611 1.5374 0.0 0.1 0.0
H -4.9338 -2.7036 0.5499 0.1 0.0 0.1
H -3.2772 -3.2939 3.0710 0.0 0.0 0.1
H -3.1118 -1.8553 2.1064 0.0 0.2 0.0
H -2.9636 -5.5419 1.9796 0.1 0.1 -0.1
H -1.2794 -6.8655 0.7403 0.0 0.1 0.0
H 0.4129 -5.7094 -0.6340 -0.2 0.1 0.1
H 0.6577 -2.0380 -1.0335 0.0 0.4 0.0
H 0.6828 -3.4296 -2.0880 0.0 0.0 0.0
H 2.2748 -3.1880 0.5187 0.0 0.0 0.0
H 2.9548 -3.0551 -1.1106 0.0 0.0 0.0
H 2.2951 -4.5911 -0.5488 0.0 0.1 0.0
H -3.1796 -1.9570 -0.9297 -0.1 -0.1 0.0
H -4.9592 0.3822 -1.4249 0.2 0.1 0.1
H -4.8259 2.8870 -0.3681 0.1 -0.1 0.0
H -2.5158 2.9991 1.0203 0.0 -0.1 -0.1
O -0.4303 1.1912 2.9018 0.0 -0.5 -0.4
C -0.0699 1.7662 1.8908 0.1 0.5 -0.6
C 0.2792 3.1490 1.5378 -0.3 -0.6 0.8
C 0.2242 4.2603 2.3650 0.0 0.2 0.3
C 0.4160 5.5101 1.7969 0.0 -0.1 -0.1
C 0.6436 5.6275 0.4237 0.0 0.0 -0.1
C 0.7042 4.4982 -0.3914 0.1 0.2 0.0
C 0.5297 3.2524 0.1898 0.1 0.0 -0.8
P 0.6413 1.6159 -0.6196 0.3 0.2 0.4
C 2.4441 1.3563 -0.7193 0.0 0.0 -0.1
C 2.9250 0.2299 -1.3907 0.1 -0.1 -0.1
C 4.2919 0.0064 -1.4986 -0.1 0.0 0.1
C 5.1923 0.8982 -0.9227 0.0 -0.1 0.0
C 4.7222 2.0157 -0.2508 0.0 0.1 0.1
C 3.3527 2.2473 -0.1501 0.0 0.0 0.0
C 0.0765 1.9189 -2.3138 -0.1 -0.1 -0.1
C -1.2939 2.1334 -2.4971 0.0 -0.1 0.0
C -1.7825 2.4609 -3.7518 0.0 0.0 -0.1
C -0.9135 2.5673 -4.8326 0.0 0.0 0.0
C 0.4475 2.3439 -4.6576 0.0 0.0 0.1
C 0.9493 2.0168 -3.3992 -0.1 0.1 -0.1
H 0.0111 4.1468 3.4242 0.0 0.0 -0.1
H 0.3694 6.3985 2.4146 0.0 0.0 0.0
H 0.7697 6.6135 -0.0161 0.0 -0.2 0.1
H 0.8899 4.5931 -1.4569 0.0 0.0 0.1
H 2.2304 -0.4651 -1.8582 0.1 0.1 0.1
H 4.6565 -0.8607 -2.0375 0.0 0.0 0.0
H 6.2600 0.7258 -1.0095 -0.1 0.0 0.0
H 5.4219 2.7232 0.1873 -0.1 -0.1 -0.1
H 3.0030 3.1341 0.3677 0.1 -0.1 0.0
H -1.9832 2.0494 -1.6604 0.2 0.1 -0.3
H -2.8468 2.6285 -3.8858 0.1 0.0 0.0
H -1.2988 2.8260 -5.8152 0.1 0.0 0.1
H 1.1272 2.4247 -5.5012 -0.1 0.0 0.1
H 2.0137 1.8489 -3.2752 -0.1 0.0 0.0
C 3.4741 -1.1141 2.3195 0.2 -0.1 0.0
C 2.0007 -0.9765 2.5185 -0.1 -0.2 -0.3
N 1.5100 -1.1574 3.7471 0.2 0.1 -0.2
O 1.2868 -0.7262 1.5336 -0.2 -0.1 0.1
H 3.9954 -1.4489 3.2178 0.0 0.0 -0.1
H 3.8698 -0.1480 2.0016 0.0 0.0 0.0
H 3.6481 -1.8202 1.5050 0.0 0.1 0.1
H 2.1143 -1.3419 4.5255 0.1 0.0 0.0
H 0.5400 -0.9984 3.9239 -0.4 0.1 0.1